The following is a DFT calculation (the ωB97M-V functional and the def2-TZVPD basis) of 11 unconnected molecules or ions with the total composition C34H85BN5O23.

```
148
Properties=species:S:1:pos:R:3:lowdin_charge:R:1
H -2.731 -11.119 -1.392 0.13
H 1.965 -9.059 4.234 0.11
H -0.422 -13.744 1.007 0.08
H -1.373 -0.800 3.288 0.13
C -3.933 -6.933 4.064 -0.21
B 0.745 -5.214 -0.181 -0.87
O 1.833 -1.642 -3.828 -0.08
O 2.784 -2.788 4.677 -0.18
N -2.599 -1.486 1.784 0.07
O 1.983 -5.944 0.080 0.20
H 2.191 -5.146 3.710 0.12
O -3.458 -4.144 5.877 -0.08
C -1.472 -11.316 0.336 -0.15
C -1.788 0.867 1.995 -0.18
H -4.533 -3.429 -2.485 0.07
H -2.083 -8.838 -2.269 0.08
H -3.578 -7.426 3.160 0.10
C -0.523 -8.280 3.737 -0.09
N -0.980 -7.626 -8.284 0.04
H 1.129 -2.392 5.670 0.08
H -0.236 -8.338 4.787 0.09
C -4.892 -7.816 4.947 -0.24
H 1.009 -2.217 3.867 0.08
H -1.398 -5.447 -6.746 0.12
H -4.060 2.954 3.518 0.08
O 0.411 -4.333 0.964 0.22
H -2.737 -9.022 0.618 0.03
C -0.808 -6.384 -4.132 -0.07
C -0.681 -4.762 1.560 -0.36
H 3.724 -5.529 1.983 0.06
C -0.206 -0.896 1.504 -0.05
H 3.994 -7.082 -3.821 0.10
O -0.671 -6.970 -5.411 -0.21
H 4.560 -5.023 5.577 0.08
C 2.860 -5.808 -0.888 -0.35
C -1.496 -9.456 -1.591 -0.08
C -2.060 -3.745 5.662 -0.20
H 0.919 -3.809 4.741 0.07
C 3.710 -7.813 -4.579 -0.31
O -1.221 -4.440 2.610 0.12
H -1.815 -6.020 -3.928 0.09
H 2.113 -7.654 2.123 0.11
H 0.909 -12.687 0.576 0.08
H 1.131 -4.987 -8.698 0.08
H 2.248 -2.331 -3.304 0.04
C 3.616 -5.428 5.212 -0.05
C 0.286 -5.641 -8.914 -0.07
H 1.082 -3.385 -4.753 0.08
H -6.044 -9.240 4.740 0.08
O -3.815 -3.978 -2.807 -0.09
O -2.862 -1.608 -1.080 -0.09
H -0.883 1.434 2.213 0.12
H 1.790 -7.901 -3.561 0.10
H -2.428 3.190 2.916 0.08
O -2.013 -6.837 1.142 0.13
C 0.016 -13.176 0.187 -0.17
H 0.246 -5.322 -6.176 0.11
C -1.139 -6.057 0.825 -0.34
C 2.243 -8.734 2.055 -0.41
O 2.757 -4.636 -3.083 0.08
H -0.184 -0.838 -5.704 0.12
C 3.395 -3.453 3.576 -0.17
H -2.091 -2.910 4.962 0.10
C 1.731 -9.231 0.681 -0.04
C 2.391 -8.534 -4.214 -0.20
H -0.047 -1.973 1.447 0.06
H -5.299 -7.263 5.793 0.12
H 2.637 -9.392 -3.590 0.12
C -1.500 -3.245 7.021 -0.19
O 1.002 -4.602 -1.516 0.22
O 1.623 -8.890 -5.375 -0.07
H 3.941 -9.903 1.808 0.07
C -2.286 -10.408 -0.696 -0.38
H -0.444 -2.973 7.031 0.09
C -3.348 2.628 2.759 -0.09
O 0.100 -9.439 3.226 -0.21
H 4.471 -3.275 3.564 0.13
N 3.691 -8.954 2.044 0.03
H 1.951 -10.421 3.287 0.12
H -4.225 -8.516 5.450 0.10
H -2.175 -4.859 -1.770 0.10
N 4.036 -5.707 2.927 0.06
O -0.341 -6.244 -0.263 0.18
H -0.047 -5.604 -4.101 0.08
H -0.512 -7.144 -3.409 0.08
C -2.820 -3.981 -1.740 -0.18
H 0.547 -6.076 -9.879 0.08
C 1.183 -2.329 -5.004 -0.18
O -1.588 -4.305 8.044 -0.09
H 4.093 -8.432 1.278 0.07
H 0.600 -0.327 1.966 0.08
H 1.820 -2.367 -5.887 0.12
C 0.001 -6.622 -7.845 -0.45
H -1.591 -8.453 3.604 0.07
H -0.916 -8.691 -1.074 0.04
O -2.870 1.265 2.899 -0.20
C 3.256 -4.938 3.817 -0.49
H -0.817 -10.644 0.891 0.10
C 1.579 -9.396 3.272 -0.14
H -2.768 -1.678 -0.127 0.01
H 3.484 -7.235 -5.474 0.12
H -2.636 -2.292 2.392 0.07
H 2.347 -8.850 -0.134 0.07
H -3.039 -6.736 4.656 0.11
H -1.673 -7.146 -8.840 0.06
O 4.006 -6.278 -0.935 0.11
C -1.524 -0.595 2.228 -0.42
H -0.257 -0.586 0.460 0.08
H -1.587 -2.260 -2.548 0.10
H 2.985 -3.208 2.596 0.12
H -0.769 -10.064 -2.130 0.08
O -0.852 -12.349 -0.431 -0.18
H -2.068 0.983 0.947 0.13
H 0.760 -8.819 0.407 0.06
O -0.845 -2.732 -6.224 -0.09
H -3.806 -10.109 0.511 0.05
H 0.960 -8.203 -5.470 0.03
C 1.375 -2.819 4.698 -0.10
N -3.288 -9.484 -0.091 0.05
H -2.177 -11.763 1.037 0.12
H 0.893 -7.206 -7.622 0.13
C -0.507 -6.032 -6.520 -0.16
H -3.497 -4.081 -0.892 0.12
H -3.765 2.889 1.786 0.08
H 2.901 -5.041 5.939 0.07
C 2.176 -4.928 -1.993 -0.32
H 3.767 -6.680 2.944 0.04
O 4.688 -8.681 -4.840 -0.03
O -5.736 -8.583 4.112 -0.05
H -0.219 -7.381 3.200 0.08
H -1.425 -4.526 5.245 0.10
H -1.992 -2.347 7.394 0.11
H -2.508 -4.504 8.235 0.06
H -3.721 -4.788 5.215 0.02
H 1.777 -10.317 0.604 0.07
H -1.770 -2.736 -5.967 0.08
H 0.330 -13.936 -0.529 0.09
H 3.670 -6.507 5.358 0.08
O -4.659 -5.742 3.795 -0.08
H -3.505 -1.075 1.958 0.09
H 5.002 -8.425 -5.711 0.10
H -0.898 -1.979 -4.449 0.10
H -0.546 -4.941 -8.991 0.08
H -5.354 -5.862 3.143 0.10
C -0.217 -1.845 -5.290 -0.23
H -1.512 -7.971 -7.498 0.06
C -2.043 -2.631 -1.631 -0.21
H -1.166 -2.811 -1.009 0.10
```

Output
Charge: -1
E, Eh: -3375.67650